23
Properties=species:S:1:pos:R:3:mulliken_charge:R:1 method="wB97M-V/def2-TZVPD" total_charge=0 relative_energy_kj_mol=354.1 mol_weight_g_mol=104.2 orbital_gap_ev=8.49 lumo_ev=0.8510 largest_force_ha_per_bohr=0.0339 homo_ev=-7.64
C -1.870 -0.370 -1.142 -0.03
C 0.804 0.625 1.800 -1.18
C -1.925 -1.575 -0.258 -0.81
N -2.565 -0.471 -2.262 -0.36
H -2.582 1.244 0.114 0.50
H -3.284 -1.179 -2.416 0.20
H -2.559 0.284 -2.930 0.25
H -1.935 -1.260 0.785 0.22
H -0.224 0.708 1.452 0.24
H 0.969 -0.399 2.143 0.32
H 0.948 1.296 2.645 0.36
H -2.786 -2.234 -0.435 0.42
H -1.015 -2.156 -0.425 0.20
C 1.781 0.970 0.679 0.49
C 1.595 0.030 -0.519 -0.94
N 3.143 0.975 1.221 -0.70
H 3.814 1.199 0.494 0.25
H 3.378 0.050 1.571 0.26
H 1.577 1.995 0.349 0.25
H -1.919 0.898 -0.421 -0.58
H 0.568 0.070 -0.890 0.03
H 1.812 -1.000 -0.226 0.26
H 2.274 0.299 -1.330 0.36